Record 1
Density functional theory data (the ωB97M-V functional and the def2-TZVPD basis) for C27H59AlFO8 as an isolated structure at a distorted geometry.

The total charge is -1. Its maximum force is 4.62 eV/A. The calculation puts the orbital gap at 7.25 eV.

CARTESIAN COORDINATES (ANGSTROEM)
C1 2.44363 3.66466 -1.83065
C2 1.28570 4.33335 -2.20215
C3 -0.02161 4.16137 -1.47277
O1 -0.87511 3.67702 -2.09481
O2 -0.18189 4.50387 -0.15480
C4 -0.56874 3.28452 0.57153
C5 -0.46303 3.46397 2.08886
C6 0.98007 3.57080 2.66808
C7 2.07770 2.83452 1.87243
C8 2.11198 1.29162 2.12996
C9 1.93151 0.45275 0.80968
Al1 0.09556 -0.39863 0.65995
F1 -0.92450 0.32053 -0.64344
C10 0.39605 -2.35832 0.06105
C11 1.27920 -2.25737 -1.13784
O3 0.87121 -2.10297 -2.23575
O4 2.67315 -2.30022 -0.93486
H1 2.80905 2.75614 -2.32628
H2 3.05121 4.07168 -1.00973
H3 1.31384 4.97806 -3.08956
H4 0.02155 2.44316 0.18659
H5 -1.62863 3.10151 0.33534
H6 -0.95720 4.43049 2.31227
H7 -1.08420 2.69757 2.57307
H8 0.94865 3.09055 3.66563
H9 1.25704 4.61846 2.87299
H10 3.04486 3.21449 2.25684
H11 2.08587 3.05525 0.79692
H12 1.42062 0.97706 2.92735
H13 3.12749 1.03584 2.49003
H14 2.23820 1.04444 -0.07775
H15 2.66286 -0.38114 0.85440
H16 -0.63638 -0.30208 2.08434
H17 -0.55870 -2.79692 -0.26521
H18 0.85200 -2.96766 0.85588
H19 2.92549 -1.36154 -0.93168
C12 2.28459 1.36441 6.96433
C13 0.88714 1.94098 6.80665
O5 0.06893 1.21301 5.91267
C14 -0.17839 -0.14321 6.24415
C15 -0.87239 -0.32707 7.58396
H20 2.78508 1.31092 5.99536
H21 2.87897 1.98952 7.63377
H22 2.26579 0.35588 7.38026
H23 0.96449 2.94873 6.39487
H24 0.39315 2.04081 7.78056
H25 0.75297 -0.71841 6.20199
H26 -0.81879 -0.53669 5.45414
H27 -0.26906 0.04604 8.41373
H28 -1.07175 -1.38490 7.76378
H29 -1.82034 0.21480 7.59883
C16 -1.33743 -1.14507 -4.11318
C17 -2.72113 -0.55587 -4.31255
O6 -3.52228 -1.26487 -5.25853
C18 -3.78798 -2.62174 -4.96454
C19 -4.52376 -2.83346 -3.65312
H30 -0.80104 -1.18574 -5.06551
H31 -0.76435 -0.54013 -3.41165
H32 -1.37721 -2.15887 -3.71607
H33 -2.62374 0.45854 -4.70172
H34 -3.24768 -0.47081 -3.35659
H35 -2.85955 -3.20349 -4.98821
H36 -4.40781 -2.99297 -5.78415
H37 -3.94361 -2.48477 -2.80048
H38 -4.73480 -3.89456 -3.50392
H39 -5.46932 -2.28570 -3.65379
C20 6.83166 -2.28256 -4.22082
C21 5.58319 -2.04587 -3.38531
O7 4.86746 -0.87893 -3.74693
C22 4.37609 -0.82604 -5.07362
C23 3.40958 -1.94926 -5.40933
H40 7.50504 -1.42510 -4.15236
H41 7.35832 -3.17212 -3.87008
H42 6.59515 -2.43034 -5.27583
H43 5.87465 -1.91196 -2.34283
H44 4.92256 -2.91798 -3.41115
H45 5.20946 -0.79693 -5.78671
H46 3.85675 0.12910 -5.16601
H47 3.88142 -2.93077 -5.33726
H48 3.03331 -1.83186 -6.42764
H49 2.56278 -1.94109 -4.71956
C24 -5.90128 -1.96292 2.16322
C25 -4.70542 -1.02295 2.13784
O8 -3.75553 -1.33673 1.14364
C26 -4.20407 -1.30970 -0.19730
C27 -4.73015 0.04343 -0.64018
H50 -5.57188 -2.99416 2.30789
H51 -6.57896 -1.69267 2.97602
H52 -6.46829 -1.92718 1.23161
H53 -4.17975 -1.09275 3.09166
H54 -5.03088 0.01908 2.03843
H55 -4.95226 -2.09576 -0.36327
H56 -3.33862 -1.56975 -0.80836
H57 -5.60382 0.35353 -0.06204
H58 -5.01907 0.01098 -1.69268
H59 -3.96060 0.80716 -0.51198

---

Record 2
Density functional theory data (the ωB97M-V functional and the def2-TZVPD basis) for a 10-piece molecular cluster, C27H60N3O15 overall at a distorted geometry.

The total charge is -1. Its maximum force is 16.99 eV/A. The calculation puts the orbital gap at 5.30 eV. As for the energy relative to the best compared isomer or geometry (same formula, charge and spin): 580.8 kJ/mol.

CARTESIAN COORDINATES (ANGSTROEM)
C1 -1.30655 0.23535 -2.36499
C2 -0.31355 0.42935 -1.24399
O1 0.83145 0.56535 -1.50399
N1 -0.74655 0.22435 0.23301
H1 -1.34855 0.92535 0.53801
H2 -1.23355 -0.55965 0.15801
C3 0.34745 0.14835 1.23801
H3 -1.23055 0.43635 -3.44499
H4 -2.13255 0.72635 -1.97199
H5 -1.97255 -0.67665 -2.18899
H6 0.98645 -0.73465 0.91401
H7 0.02445 0.34735 2.22501
H8 1.12645 0.98635 0.99001
N2 -3.12155 2.51435 1.08501
O2 -4.17155 2.75535 1.66701
O3 -3.24555 1.88135 -0.00399
O4 -2.03055 2.53335 1.77501
N3 -3.66855 -1.74665 -0.38499
O5 -2.48555 -1.97865 -0.11199
O6 -4.02555 -1.84865 -1.57099
O7 -4.27955 -0.93965 0.36201
C4 1.43845 3.36035 3.36001
C5 1.12145 4.37935 2.15601
C6 2.33145 5.24335 1.91501
O8 0.73745 3.56235 1.14601
H9 1.84045 3.96535 4.17901
H10 2.21945 2.60635 3.18701
H11 0.49145 2.95835 3.76901
H12 0.37045 5.01235 2.75601
H13 2.29745 6.03635 0.98501
H14 3.29745 4.68635 1.59801
H15 2.54945 5.99335 2.65301
H16 -0.09355 3.16135 1.62801
C7 -2.38255 2.55835 -5.84799
C8 -3.38355 3.36235 -4.95399
C9 -4.76855 2.85035 -5.12999
O9 -3.04655 3.14935 -3.58399
H17 -2.40555 1.65135 -5.48799
H18 -1.45055 3.01535 -5.61799
H19 -2.69955 2.44035 -6.78799
H20 -3.34455 4.31535 -5.19899
H21 -5.05955 2.86935 -6.13999
H22 -5.47555 3.41135 -4.46599
H23 -4.88255 1.66835 -4.73099
H24 -2.25855 3.50235 -3.36599
C10 2.75345 -2.91865 -0.54499
C11 3.29445 -2.87765 0.89401
C12 4.51445 -1.91165 1.10301
O10 2.09845 -2.60265 1.83101
H25 1.81645 -3.54465 -0.61399
H26 3.45945 -3.57465 -1.21699
H27 2.72345 -2.04265 -1.20199
H28 3.66945 -3.90665 1.42201
H29 4.39545 -0.82765 0.66201
H30 5.51145 -2.41565 0.60901
H31 4.85245 -1.77665 2.17201
H32 1.77445 -3.34765 1.99901
C13 -3.86755 -1.97865 -4.14699
C14 -4.81055 -1.03065 -4.87299
C15 -4.25755 -0.69465 -6.30799
O11 -6.00455 -1.74065 -4.96899
H33 -2.74555 -1.67765 -4.15099
H34 -3.93855 -2.90865 -4.69199
H35 -4.14255 -2.12965 -3.19799
H36 -4.97655 -0.15665 -4.19599
H37 -5.00655 0.02835 -6.78399
H38 -4.24255 -1.48065 -7.02099
H39 -3.33955 -0.26065 -6.35699
H40 -6.44955 -2.04365 -4.09299
C16 -0.21955 -6.11965 2.50601
C17 0.41345 -5.12465 1.56301
C18 0.27045 -3.67765 1.92901
O12 1.81745 -5.43165 1.51101
H41 -1.02355 -5.65065 2.72101
H42 0.34245 -6.12365 3.47901
H43 -0.09955 -7.14165 2.22001
H44 -0.14055 -4.92965 0.54601
H45 0.83845 -3.11065 1.04901
H46 0.56645 -3.49965 3.09601
H47 -0.75155 -3.15165 2.12201
H48 2.11845 -5.50565 0.73001
C19 2.29745 -1.50865 5.10601
C20 0.90645 -1.18465 4.65401
C21 0.18445 -0.01965 5.38601
O13 1.05745 -0.76465 3.22601
H49 2.76145 -2.33565 4.51201
H50 2.15745 -1.91265 6.24901
H51 2.84245 -0.52465 5.14301
H52 0.20845 -2.14765 4.56401
H53 0.46245 0.89035 5.30201
H54 0.28145 0.03635 6.44801
H55 -0.94955 0.03935 5.20101
H56 1.65045 -1.32865 2.78701
C22 2.84045 2.13235 0.32601
C23 3.45145 1.61735 1.63201
C24 4.92545 1.66035 1.91201
O14 5.56745 1.39835 3.01401
C25 5.76845 2.34935 0.80201
C26 5.08545 2.82335 -0.44599
C27 3.69145 2.62035 -0.66599
O15 3.21945 3.05735 -1.69999
H57 1.77045 1.76035 0.20701
H58 2.71045 1.02235 2.45201
H59 6.87845 2.53735 0.95001
H60 5.56945 3.08535 -1.27299

---

Record 3
Density functional theory data (the ωB97M-V functional and the def2-TZVPD basis) for C27H61F3N8O9STa as an isolated structure at a distorted geometry.

The total charge is -1. Its maximum force is 9.32 eV/A. The calculation puts the orbital gap at 6.42 eV.

CARTESIAN COORDINATES (ANGSTROEM)
C1 8.49033 3.89612 3.83695
C2 7.47636 4.79042 3.39369
C3 6.14455 5.54395 2.78290
Ta1 4.18171 4.28026 2.97391
N1 4.32026 4.59510 5.15178
C4 5.40200 2.26060 3.09347
O1 6.29314 2.05712 1.94570
C5 5.58886 1.67264 0.72137
F1 4.18434 1.24469 0.88693
F2 5.65190 2.69295 -0.37754
F3 6.32574 0.47289 0.17215
C6 2.99820 6.28116 2.65151
S1 2.88309 6.62103 0.79042
O2 2.03776 7.90003 0.52373
O3 4.34522 6.73403 0.26055
N2 2.35642 3.12121 3.35042
C7 1.50756 2.96196 2.10863
C8 -0.00197 3.54216 2.46397
C9 -0.81107 2.26871 3.18191
H1 9.38738 3.13267 3.97362
H2 5.97727 6.50660 3.46263
H3 6.40074 5.84387 1.67865
H4 4.08680 4.02445 1.14907
H5 5.10711 5.24206 5.39647
H6 4.36824 3.69830 5.68500
H7 4.73030 1.34271 3.37869
H8 6.11934 2.42842 4.03399
H9 1.91392 6.26238 3.11540
H10 3.62361 7.16330 3.10450
H11 2.28229 5.46865 0.20286
H12 1.81334 3.46187 4.17386
H13 1.98212 3.45790 1.16100
H14 1.38140 1.78847 1.92862
H15 0.04368 4.41938 3.25706
H16 -0.55744 3.95250 1.51530
H17 -0.03566 1.57157 3.75640
H18 -1.60304 2.63555 3.97774
H19 -1.30292 1.66716 2.30156
C10 -3.45688 -1.72421 3.81371
C11 -3.63507 -0.27394 3.46076
O4 -3.39930 0.62738 4.26227
N3 -4.07342 0.03225 2.20648
C12 -4.40271 -0.87184 1.12950
H20 -3.10321 -1.80888 4.84517
H21 -4.41251 -2.24920 3.73168
H22 -2.71338 -2.18074 3.15466
H23 -4.16848 1.02737 2.04443
H24 -3.75972 -0.63360 0.27884
H25 -5.44548 -0.70141 0.85132
H26 -4.26626 -1.91795 1.40748
C13 -2.22763 1.58200 9.37728
C14 -1.91707 1.57897 7.90652
O5 -0.81938 1.23851 7.47115
N4 -2.89699 1.96989 7.04277
C15 -4.23999 2.40206 7.35145
H27 -1.34995 1.24678 9.93717
H28 -2.48023 2.59441 9.70408
H29 -3.05363 0.89675 9.58638
H30 -2.61289 1.94122 6.07116
H31 -4.93680 1.73028 6.84454
H32 -4.36788 3.41456 6.96121
H33 -4.44327 2.39652 8.42331
C16 -4.59932 -4.46381 -1.65454
C17 -4.77752 -3.01354 -2.00749
O6 -4.54174 -2.11222 -1.20598
N5 -5.21587 -2.70735 -3.26177
C18 -5.54515 -3.61144 -4.33875
H34 -4.24566 -4.54848 -0.62308
H35 -5.55495 -4.98880 -1.73656
H36 -3.85582 -4.92034 -2.31359
H37 -5.31092 -1.71223 -3.42382
H38 -4.90217 -3.37320 -5.18940
H39 -6.58792 -3.44101 -4.61692
H40 -5.40870 -4.65756 -4.06076
C19 -3.65748 -9.47780 -2.11120
C20 -3.47216 -8.05729 -2.56662
O7 -4.02598 -7.11396 -2.00644
N6 -2.66005 -7.82732 -3.63747
C21 -1.92568 -8.78974 -4.42497
H41 -4.33066 -9.50081 -1.24954
H42 -4.10239 -10.07272 -2.91352
H43 -2.69587 -9.90235 -1.81016
H44 -2.58539 -6.84787 -3.88377
H45 -0.86461 -8.53565 -4.36700
H46 -2.26005 -8.70456 -5.46167
H47 -2.07471 -9.81300 -4.07716
C22 -2.13357 -5.80697 -7.68345
C23 -3.52886 -5.30107 -7.44505
O8 -4.14249 -5.54078 -6.40756
N7 -4.11656 -4.55405 -8.42265
C24 -3.56890 -4.16548 -9.70123
H48 -1.80100 -6.38511 -6.81667
H49 -2.11706 -6.45907 -8.56098
H50 -1.44918 -4.96540 -7.82101
H51 -5.05405 -4.25040 -8.18925
H52 -3.56199 -3.07394 -9.74902
H53 -4.22471 -4.55582 -10.48312
H54 -2.55665 -4.54311 -9.85283
C25 7.02646 3.58766 -2.80781
C26 7.56947 3.36438 -4.19160
O9 8.53957 2.64036 -4.40393
N8 6.95313 3.99386 -5.23229
C27 5.81092 4.87673 -5.19252
H55 7.62112 3.02104 -2.08567
H56 7.08689 4.64829 -2.54899
H57 5.99128 3.24003 -2.75182
H58 7.37538 3.79470 -6.13096
H59 5.02499 4.44185 -5.81462
H60 6.11203 5.83898 -5.61347
H61 5.43374 5.02439 -4.17952

---

Record 4
Density functional theory data (the ωB97M-V functional and the def2-TZVPD basis) for a 4-piece molecular cluster, C27H63N2O13P4S overall at a distorted geometry.

The total charge is +1. Its maximum force is 9.21 eV/A. The calculation puts the orbital gap at 7.31 eV.

CARTESIAN COORDINATES (ANGSTROEM)
P1 0.26331 2.53327 -4.25614
C1 -0.42665 0.83198 -4.61312
C2 -1.24212 0.37029 -3.31647
C3 -0.22032 -0.25430 -2.29259
C4 -0.67876 -1.67076 -1.72543
C5 0.59034 -2.31378 -1.06471
C6 0.34814 -3.72429 -0.43842
C7 1.77402 -4.26482 0.03326
S1 1.68330 -5.44639 1.42736
C8 1.31184 -4.61588 2.96557
N1 2.12389 -4.45976 4.00511
N2 1.41320 -3.80595 4.96211
C9 0.20145 -3.57126 4.49431
O1 0.08570 -4.05485 3.21952
H1 1.31789 2.84587 -5.15523
H2 0.64310 2.59463 -2.89453
H3 -0.79216 3.47954 -4.41005
H4 -1.10483 0.97591 -5.49325
H5 0.38345 0.10286 -4.84351
H6 -1.60349 1.32723 -2.85442
H7 -2.06823 -0.32545 -3.56502
H8 0.80206 -0.42525 -2.72083
H9 -0.09815 0.39291 -1.38939
H10 -1.15515 -2.30757 -2.50677
H11 -1.48474 -1.43692 -0.98068
H12 1.35985 -2.40266 -1.87063
H13 0.91359 -1.61857 -0.25206
H14 -0.36996 -3.72543 0.41539
H15 -0.03516 -4.44376 -1.20677
H16 2.38041 -3.35633 0.28893
H17 2.25545 -4.70969 -0.86554
H18 -0.64235 -3.07851 5.00511
O2 -0.87024 -9.97526 6.64753
P2 0.02122 -10.10640 5.43978
O3 -1.03972 -9.63228 4.25517
C10 -1.90391 -8.51716 4.40186
C11 -1.26973 -7.25188 3.85873
O4 -0.06639 -11.73414 5.24900
C12 -0.42957 -12.57834 6.33950
C13 -1.91822 -12.86982 6.32019
O5 1.22095 -10.16900 4.27434
C14 1.72705 -8.99273 3.66079
C15 2.35493 -8.03151 4.64974
H19 -2.20344 -8.35752 5.43901
H20 -2.81230 -8.74663 3.84002
H21 -0.37765 -6.98194 4.43083
H22 -1.97277 -6.41692 3.91541
H23 -0.97649 -7.38202 2.81515
H24 -0.11933 -12.14267 7.29000
H25 0.12340 -13.51355 6.22583
H26 -2.50959 -11.95898 6.21643
H27 -2.22484 -13.38427 7.23244
H28 -2.16837 -13.50129 5.46465
H29 0.94286 -8.51639 3.07002
H30 2.49018 -9.31241 2.94715
H31 1.66085 -7.76651 5.45421
H32 2.66814 -7.11720 4.14309
H33 3.23160 -8.48664 5.11459
O6 2.56676 8.53828 -5.34293
P3 1.47859 7.61737 -5.83925
O7 0.28150 8.76967 -5.87425
C16 0.50608 10.06060 -6.44024
C17 0.09422 10.11638 -7.89860
O8 1.12015 6.92812 -4.37966
C18 2.09797 6.87444 -3.34092
C19 1.94810 8.05430 -2.40022
O9 0.32728 6.53915 -6.43349
C20 -0.16757 6.64532 -7.76211
C21 0.92105 6.52288 -8.80798
H34 1.54521 10.37325 -6.33762
H35 -0.09772 10.76779 -5.86800
H36 0.70593 9.44342 -8.50471
H37 0.21438 11.12740 -8.29230
H38 -0.95086 9.82559 -8.01846
H39 3.10520 6.81887 -3.75619
H40 1.93371 5.94566 -2.78425
H41 1.89121 8.99952 -2.94056
H42 2.78343 8.10111 -1.69998
H43 1.02064 7.96718 -1.82903
H44 -0.73814 7.56725 -7.87441
H45 -0.88288 5.82972 -7.89653
H46 1.71987 7.25301 -8.64425
H47 0.50708 6.67540 -9.80566
H48 1.37585 5.53055 -8.77131
O10 0.40059 3.62276 3.43995
P4 -0.44005 3.44369 2.20416
O11 -1.94840 3.49826 2.88152
C22 -2.28168 4.46931 3.87140
C23 -2.91165 5.70455 3.25763
O12 -0.27372 1.81601 2.03303
C24 0.82454 1.12683 2.63125
C25 0.43484 0.56882 3.98651
O13 -1.12944 3.39373 0.67526
C26 -1.80533 4.51200 0.11861
C27 -0.91683 5.73325 -0.00908
H49 -1.41510 4.75391 4.46873
H50 -2.99619 3.99932 4.54996
H51 -2.20668 6.21768 2.59850
H52 -3.21700 6.40626 4.03613
H53 -3.79364 5.44011 2.67146
H54 1.69934 1.77424 2.70145
H55 1.09436 0.30249 1.96513
H56 -0.04227 1.32222 4.61439
H57 1.30817 0.17791 4.51107
H58 -0.29010 -0.24034 3.86743
H59 -2.71111 4.72783 0.68682
H60 -2.13989 4.20982 -0.87808
H61 -0.46860 6.00659 0.95061
H62 -1.49116 6.58300 -0.38173
H63 -0.09760 5.53862 -0.70582

---

Highest occupied orbital energy in eV, matching the order above: -5.381; -5.736; -5.165; -10.997
Calculated total energy in eV, matching the order above: -54648.6410; -64129.9267; -79867.3312; -106599.2791
Molar mass in g mol⁻¹, matching the order above: 557.741; 666.783; 911.841; 779.765